1.
ORCA calculation (ωB97M-V/def2-TZVPD) on a 11-piece molecular cluster, C44H66O33 overall.

## Properties
E_HOMO (eV): -10.322
HOMO-LUMO gap (eV): 10.20
SMILES string: C[C@H]1COC(=O)O1.C[C@H]1COC(=O)O1.C[C@H]1COC(=O)O1.C[C@H]1COC(=O)O1.C[C@H]1COC(=O)O1.C[C@H]1COC(=O)O1.C[C@H]1COC(=O)O1.C[C@H]1COC(=O)O1.C[C@H]1COC(=O)O1.C[C@H]1COC(=O)O1.C[C@H]1COC(=O)O1
Total charge: 0
Energy above the lowest of the compared OMol25 structures with the same formula, charge and spin (kJ/mol): 542.89

Structure (XYZ):
```
143
Properties=species:S:1:pos:R:3:forces:R:3
C 12.63382 26.21172 1.13806 0.5 1.4 -1.0
C 12.71966 24.78234 1.49341 -0.8 0.5 -0.8
C 13.77583 24.47435 2.51523 0.4 -0.1 -1.2
O 13.03349 23.84203 3.53325 0.4 -0.1 0.5
C 11.71573 23.97045 3.28745 -0.9 -1.4 4.0
O 10.90297 23.62939 4.14953 0.9 0.7 -2.1
O 11.47663 24.48784 2.13602 -0.9 -0.1 -0.8
H 11.74974 26.51068 0.57491 -0.1 -0.4 -0.1
H 13.49029 26.46996 0.51528 0.1 0.2 0.0
H 12.65057 26.84900 2.02219 0.1 -0.2 0.1
H 12.81486 24.08497 0.66112 -0.2 0.3 -0.3
H 14.30515 25.37462 2.82738 -0.1 -0.2 0.5
H 14.45080 23.81145 1.97387 0.4 -0.3 1.0
C 7.40389 21.53851 3.34292 1.3 1.2 -1.3
C 7.05330 23.05413 3.18201 -0.3 -1.2 0.3
C 5.66439 23.38322 2.60188 0.6 -0.3 0.1
O 5.14394 24.33736 3.54354 0.2 0.1 -0.7
C 5.94112 24.41613 4.64693 -2.2 -1.0 0.5
O 5.53016 24.96629 5.64672 1.7 -0.5 -1.2
O 6.99817 23.59482 4.48603 -0.4 1.4 1.8
H 6.83274 20.88986 4.00709 -0.4 0.5 -0.1
H 8.44929 21.48040 3.64599 0.0 0.0 0.4
H 7.46071 21.12165 2.33738 -0.4 -0.3 -0.1
H 7.81391 23.67550 2.70931 0.3 -0.7 -0.5
H 5.04102 22.49209 2.52828 -0.3 0.1 0.4
H 5.74522 23.76639 1.58465 -0.1 0.5 0.2
C 2.78489 21.62308 6.29264 0.3 -0.2 1.0
C 3.93945 20.66932 6.71980 -1.2 2.2 -2.4
C 5.27943 21.38159 6.71560 -1.4 0.6 -0.3
O 5.86010 20.72675 7.80227 3.8 0.5 0.2
C 4.97278 20.15521 8.55609 1.8 -3.7 6.0
O 5.13783 19.52098 9.62826 0.8 2.2 -3.0
O 3.83323 20.18968 8.03580 -4.6 0.0 -2.2
H 2.65371 22.41870 7.02604 0.1 -0.1 0.4
H 1.81590 21.12927 6.21966 0.2 -0.1 -0.3
H 3.02696 22.18367 5.38973 0.1 -0.5 -0.3
H 4.03787 19.89983 5.95409 -0.4 -0.8 0.5
H 5.17360 22.44671 6.92156 0.1 0.1 0.2
H 5.77101 21.27308 5.74881 0.5 -0.3 0.5
C 6.52470 24.48350 9.03358 -0.1 0.7 0.8
C 5.45948 24.77819 10.08633 -1.6 -1.1 -0.5
C 4.13111 25.45536 9.57812 1.5 0.4 -1.0
O 3.11120 24.56274 9.91344 -2.5 2.5 -0.3
C 3.53156 23.46533 10.40862 0.5 -3.2 1.3
O 2.81671 22.54396 10.76282 1.6 1.3 -0.6
O 4.88754 23.49601 10.40884 0.1 -1.7 0.9
H 7.03629 25.42665 8.84159 0.2 -0.1 -0.5
H 6.07957 24.03970 8.14307 0.0 0.4 -0.1
H 7.25856 23.77764 9.42256 -0.1 0.1 0.2
H 5.82783 25.18010 11.03020 0.2 0.2 -0.2
H 4.10330 25.43892 8.48860 0.4 0.6 -0.1
H 3.93022 26.45614 9.96045 0.0 -0.2 0.1
C 6.93632 16.40522 8.30253 -1.3 0.0 -0.3
C 7.11971 16.57010 6.79948 0.5 0.2 1.8
C 6.05161 17.44325 6.06041 1.0 -2.8 -0.3
O 6.80828 18.49569 5.52927 0.1 1.2 -0.2
C 8.11130 18.36008 5.81756 3.0 1.6 0.1
O 9.00554 19.10534 5.39031 -2.7 -2.0 1.0
O 8.32637 17.35194 6.70594 -0.3 0.9 -1.9
H 7.79924 16.06992 8.87790 0.2 0.1 -0.5
H 6.13520 15.69226 8.49747 -0.1 0.0 0.0
H 6.58622 17.37616 8.65294 0.2 0.0 0.5
H 7.27492 15.61683 6.29422 0.1 0.1 -0.1
H 5.16400 17.67288 6.64992 0.3 0.6 0.0
H 5.82065 16.79108 5.21812 -0.9 0.4 -0.1
C 9.27498 21.23406 10.72255 -0.2 -0.4 -0.2
C 7.85616 21.01308 11.30303 0.8 -0.8 -0.7
C 7.72365 19.98713 12.44798 0.7 0.0 -0.2
O 7.11676 20.73713 13.50126 0.3 0.4 0.5
C 7.12390 22.05578 13.21909 -3.1 2.1 -0.5
O 6.60383 22.95580 13.89473 2.4 -2.9 -1.8
O 7.48028 22.21610 11.88095 -0.3 1.7 2.7
H 9.30691 22.10976 10.07431 -0.3 0.1 0.1
H 9.66632 20.42290 10.10856 -0.3 -0.3 0.1
H 10.02123 21.41365 11.49647 -0.2 0.0 0.3
H 7.07138 20.81301 10.57351 0.4 -0.3 -0.5
H 8.68361 19.60632 12.79662 0.2 0.2 0.1
H 7.14438 19.10180 12.18579 -0.4 0.4 0.1
C 16.06127 22.41116 7.21017 -1.4 0.0 0.5
C 15.57499 21.46280 8.35996 3.0 0.2 -3.6
C 14.88187 22.00661 9.49801 0.3 1.1 2.5
O 13.73839 21.15762 9.62200 -0.9 2.6 4.3
C 13.69691 20.30689 8.69211 -5.6 -3.6 -1.9
O 12.75476 19.50256 8.45511 2.6 2.0 1.1
O 14.64573 20.51831 7.89611 3.0 -1.3 -4.4
H 16.60016 21.86295 6.43741 0.0 0.0 0.1
H 16.69002 23.21516 7.59275 0.2 -0.2 0.3
H 15.19810 22.92042 6.78160 -0.1 -0.1 -0.2
H 16.50907 20.93116 8.54152 -0.2 -0.4 0.9
H 14.62711 23.06443 9.43316 -0.5 -0.2 -0.1
H 15.54550 21.86096 10.35035 -0.5 0.2 0.5
C 13.48618 27.49503 7.96615 0.7 -0.7 -1.1
C 13.90821 27.29506 6.45593 -0.2 -0.7 3.9
C 13.12765 26.32451 5.67686 -0.3 -1.2 -0.3
O 13.01058 26.97820 4.39970 -0.2 0.5 -0.1
C 13.07604 28.33306 4.64916 -0.7 1.1 -1.2
O 12.68513 29.20199 3.88405 1.1 -2.2 1.8
O 13.60579 28.50561 5.88086 -0.2 2.2 -2.2
H 12.41292 27.37814 8.11630 0.0 0.2 -0.1
H 13.81923 28.50587 8.20147 -0.2 -0.1 0.3
H 13.99537 26.76850 8.59939 0.0 0.1 0.0
H 14.95353 26.98619 6.45228 0.4 0.8 -0.4
H 12.13588 26.14796 6.09315 -0.2 0.0 -0.1
H 13.67432 25.38358 5.61423 -0.4 0.0 -0.4
C 8.76778 22.35012 6.77311 1.6 -0.7 0.1
C 10.26176 21.99450 7.25942 -4.4 0.0 -0.1
C 11.13822 21.48507 6.19315 -0.6 0.6 -0.2
O 12.30938 22.32568 6.38652 1.2 -1.2 -0.4
C 12.15604 23.20941 7.39437 0.7 1.5 -1.0
O 13.02308 24.02545 7.74319 -2.4 -2.4 -0.6
O 10.86458 23.16850 7.75044 0.7 0.5 1.8
H 8.43818 21.54586 6.11537 0.2 -0.2 -0.1
H 8.76539 23.26220 6.17628 0.0 0.0 0.3
H 8.03591 22.34358 7.58084 0.3 0.4 0.2
H 10.11952 21.14940 7.93299 0.4 0.8 1.1
H 10.59540 21.65275 5.26292 1.0 0.2 -0.5
H 11.19346 20.41288 6.38144 1.4 0.1 -0.3
C 9.69371 27.12698 3.71173 -0.8 0.0 0.2
C 8.91607 27.30715 5.02849 0.8 -0.2 -1.3
C 8.92812 26.09660 5.96765 0.9 -0.4 -1.1
O 9.37335 26.61808 7.21104 -0.7 0.4 0.0
C 9.70842 27.91632 7.01955 -0.1 1.4 3.8
O 9.93037 28.65945 7.96519 0.1 -1.3 -2.1
O 9.69061 28.25264 5.74925 -0.1 0.9 -0.1
H 9.14280 26.46285 3.04575 0.4 -0.6 0.1
H 10.69989 26.82638 4.00385 -0.1 -0.5 -0.4
H 9.81326 28.02404 3.10419 -0.2 0.4 0.5
H 7.89543 27.66326 4.88850 0.0 0.3 0.0
H 9.72465 25.41916 5.65991 -0.3 -0.5 -0.3
H 7.95199 25.61159 5.97442 0.2 0.0 0.6
C 13.55359 18.72818 5.23903 -1.4 0.3 -0.3
C 13.96458 19.38506 3.92282 0.1 -0.3 2.2
C 13.50523 20.80960 3.60404 -1.3 -1.8 -1.8
O 14.69597 21.52921 3.49425 -0.5 2.8 -0.3
C 15.72611 20.81244 3.86988 4.3 2.8 0.0
O 16.90410 21.19899 3.91453 -2.9 -0.6 -0.2
O 15.31983 19.67888 4.23250 1.2 -4.4 0.5
H 12.51114 18.41030 5.25756 -0.2 0.0 -0.2
H 13.65267 19.48655 6.01565 0.2 -0.3 0.1
H 14.13503 17.83305 5.45990 0.3 0.3 -0.1
H 13.86049 18.71071 3.07279 0.4 0.0 -0.1
H 12.69892 21.18832 4.23214 0.6 0.5 0.1
H 13.19291 20.68117 2.56766 -0.9 0.7 0.0
```
Forces are in eV/Å.

Mulliken atomic charge list, values in e, 6 entries:
1. C -1.342
2. C 0.268
3. C -0.508
4. O 0.145
5. C -0.064
6. O 0.353

2.
ORCA calculation (ωB97M-V/def2-TZVPD) on C15H51F3Hf2N2O24S3 as an isolated structure.

## Properties
E_HOMO (eV): -12.773
HOMO-LUMO gap (eV): 4.11
Total charge: +2

Structure (XYZ):
```
100
Properties=species:S:1:pos:R:3:forces:R:3
Hf 0.93190 -3.88349 -2.33788 2.3 8.5 0.4
Hf 1.01597 -0.32706 1.92515 -2.1 1.1 -7.0
C 3.86092 -1.23166 -4.56583 -0.9 -0.8 -0.7
C 2.37330 -1.37941 -4.18549 1.6 0.2 1.2
O 2.01424 -2.73437 -4.07769 -2.4 -3.4 3.3
H 4.11399 -0.18246 -4.70960 0.1 0.0 0.0
H 3.97708 -1.79742 -5.49135 0.4 0.3 -0.1
H 4.50219 -1.70450 -3.82180 0.0 0.1 0.1
H 1.72635 -0.85049 -4.88498 -0.1 0.0 0.1
H 2.37591 -0.96593 -3.17077 -0.9 0.4 -0.1
S 2.49911 -3.20949 0.27001 1.9 -2.4 -1.5
O 2.72995 -2.93704 -1.20791 1.3 0.9 -1.5
O 1.25388 -3.91476 -0.03881 -5.0 -3.0 -0.4
O 3.44876 -4.08582 0.89905 -0.5 1.6 -0.3
O 2.16678 -2.01722 1.06459 -0.2 1.9 1.3
S -0.08833 -0.69995 -0.86572 0.1 0.4 2.1
O 0.32699 -1.82558 -1.70264 0.2 -0.5 -1.4
O -1.14092 0.13142 -1.40963 0.8 -1.8 -0.5
O -0.43144 -1.26941 0.45396 -1.8 -1.8 2.9
O 0.99320 0.11629 -0.28948 2.8 1.3 -0.9
C -0.51424 3.84923 2.98851 0.3 0.2 -1.1
F -0.95607 5.08662 2.98914 0.2 0.3 -0.4
F 0.42906 3.75697 3.92655 -0.3 -0.7 0.1
F -1.56925 3.06949 3.20615 0.2 -0.6 0.7
S 0.16253 3.33900 1.27953 -0.6 3.9 -1.3
O 0.48643 1.88977 1.38954 0.8 -2.3 1.6
O -0.98957 3.62504 0.43703 0.3 -1.2 1.2
O 1.28246 4.19048 0.93790 -0.2 -1.5 1.2
C -4.54274 4.28006 3.53458 -1.1 0.9 1.3
O -4.72831 2.90373 3.30136 -0.1 -0.7 -1.1
C -6.09244 2.52437 3.17857 -0.7 0.1 -0.1
C -6.28360 1.08261 2.72678 1.3 0.9 -0.3
N -5.75587 0.08848 3.66422 -0.7 -0.5 -0.4
C -6.15680 -1.26711 3.27629 -0.4 -0.2 -0.8
C -5.53679 -1.81722 2.00825 0.3 -1.5 0.0
O -4.12745 -1.99236 2.18257 1.0 0.4 -0.2
C -3.52193 -2.78028 1.16214 -1.3 0.3 0.3
H -3.59821 4.70352 3.20075 0.3 -0.8 0.3
H -4.76372 4.39357 4.60111 0.8 0.5 0.2
H -5.26251 4.99880 3.12435 -0.5 -0.7 -0.8
H -6.56357 3.13970 2.40610 0.0 0.1 -0.1
H -6.70357 2.67730 4.07330 0.5 0.2 0.5
H -5.74841 1.06096 1.76840 -0.1 -0.4 -0.3
H -7.34074 0.96574 2.49084 0.0 -0.3 0.4
H -4.74589 0.13498 3.62071 0.0 0.1 0.2
H -7.21681 -1.29810 3.01057 -0.2 0.4 0.4
H -6.05493 -2.01695 4.06089 0.4 0.3 0.3
H -5.83070 -1.28916 1.09594 0.6 0.6 0.0
H -5.90626 -2.83237 1.81901 -0.5 0.0 0.3
H -4.03032 -2.51100 0.23182 0.4 0.0 -0.4
H -3.70971 -3.84610 1.32983 0.0 -0.1 0.1
H -2.44874 -2.60787 1.11172 0.0 0.3 0.0
C 1.87944 4.25402 -2.68673 -1.2 0.3 0.2
O 3.00349 3.40615 -2.57077 0.0 0.2 0.3
C 2.80481 2.14745 -1.96648 1.2 0.1 -0.8
C 4.23997 1.56550 -1.90759 -1.1 0.4 0.6
N 4.28197 0.27278 -1.16653 0.2 0.5 -1.4
C 5.69042 -0.17874 -1.14043 -0.2 -0.3 1.1
C 5.77406 -1.55417 -0.47338 0.7 0.9 0.2
O 7.04128 -1.57007 0.15927 -0.4 -0.3 0.2
C 7.42809 -2.82718 0.69078 0.1 -0.6 -0.8
H 1.06550 3.84679 -3.29210 0.2 -0.4 -0.2
H 2.13695 5.22022 -3.11689 0.6 -0.2 -0.1
H 1.39448 4.48599 -1.73496 0.3 -0.2 0.3
H 2.19486 1.52244 -2.62871 -0.3 -0.2 0.1
H 2.35945 2.16002 -0.96981 -0.2 0.4 0.0
H 4.86033 2.28524 -1.37277 0.1 0.0 0.0
H 4.61050 1.48721 -2.93060 0.2 -0.1 0.0
H 3.82829 -0.36892 -1.81382 -0.5 -0.3 0.4
H 6.20668 0.58749 -0.56153 0.3 -0.3 0.2
H 6.20602 -0.26506 -2.09911 -0.4 0.4 -0.3
H 5.62963 -2.31830 -1.24322 0.3 -0.3 0.1
H 4.96110 -1.67518 0.25042 0.0 0.0 0.3
H 6.68479 -3.30693 1.33197 -0.2 0.4 0.2
H 8.37954 -2.74247 1.21049 -0.1 0.3 0.1
H 7.59448 -3.51624 -0.14309 0.0 -0.1 0.0
O -0.85755 -2.89128 -3.72110 0.4 -2.2 0.4
H -1.33015 -3.45504 -4.34732 0.0 0.1 -0.2
H -1.25774 -1.99811 -3.84032 0.1 1.2 0.1
O 3.03694 0.61950 1.29335 -1.1 -0.4 2.0
H 3.45585 0.53454 0.38826 0.4 -0.7 -1.5
H 3.58854 1.26200 1.76106 -0.2 0.1 0.2
O -3.06224 0.70212 0.31115 0.0 -0.3 -0.2
H -3.72123 1.36155 0.06917 0.0 0.2 0.3
H -2.53295 0.56584 -0.49258 -0.3 0.1 0.3
O -0.98239 2.66413 -2.06096 -0.1 0.0 -0.3
H -1.07886 1.74144 -1.80870 0.1 0.7 -0.1
H -1.05908 3.14583 -1.21847 0.0 0.0 -0.3
O 0.22809 -2.29050 2.99392 -0.1 1.0 0.3
H 0.56915 -3.16823 3.21610 0.5 0.1 -0.2
H -0.68792 -2.28865 3.31337 -0.1 0.2 -0.1
O -1.41050 0.24115 2.30631 1.4 -0.9 1.3
H -1.96250 0.38220 3.08586 0.1 0.2 0.1
H -2.00526 0.43398 1.53814 -0.3 0.2 -0.6
O -1.90170 -0.38094 -3.94551 0.3 -0.7 -0.1
H -1.43742 0.22179 -4.53806 -0.1 0.1 -0.1
H -1.67628 -0.07170 -3.05519 -0.2 0.2 -0.1
O -1.19492 -4.24979 -1.26252 0.8 -0.7 -0.2
H -1.17034 -4.75942 -0.43967 0.2 0.1 0.2
H -2.11687 -3.97406 -1.35827 0.1 0.3 -0.5
```
Forces are in eV/Å.

Mulliken atomic charge list, values in e, 6 entries:
1. Hf 1.198
2. Hf 1.363
3. C -1.231
4. C 1.022
5. O -0.855
6. H 0.302